Entry from OMol25: one molecule with the formula C24H31N3O4 (wB97M-V/def2-TZVPD).

Last column: natural (NBO) charge in e.
Positions of all 62 atoms, in Å:
C  1.173195  3.792776  0.515348  -0.2530
O  2.187559  3.591968  -0.441313  -0.4933
C  2.923433  2.448941  -0.367411  0.2933
C  3.920378  2.288119  -1.327048  -0.2384
C  4.715600  1.160285  -1.338562  -0.2848
C  4.537436  0.155538  -0.391737  0.3395
O  5.276219  -0.997288  -0.334514  -0.5223
C  6.300091  -1.182252  -1.280023  -0.2503
C  3.543513  0.316383  0.576328  -0.0639
C  3.306949  -0.752122  1.623735  -0.4839
C  1.910922  -1.232794  1.520180  0.4879
N  0.835482  -0.600099  1.856491  -0.3081
N  -0.207069  -1.390068  1.520963  -0.3394
C  0.277036  -2.469879  0.996727  0.4852
C  -0.482653  -3.618163  0.449671  -0.4728
C  -0.879734  -3.406159  -1.019933  -0.4804
C  -2.117536  -2.545142  -1.294125  0.6816
O  -2.783159  -2.743173  -2.292600  -0.6376
N  -2.392141  -1.591409  -0.392261  -0.6612
C  -3.456767  -0.630894  -0.595461  -0.0483
C  -2.947265  0.647554  -1.278316  -0.2195
C  -4.147258  1.538422  -1.595814  -0.3931
C  -4.862598  1.906561  -0.296570  -0.2265
C  -3.898242  2.665871  0.614045  -0.3911
C  -2.698078  1.775827  0.933926  -0.2224
C  -1.981161  1.396002  -0.360933  -0.4157
C  -3.175794  0.507444  1.638905  -0.4204
C  -4.135841  -0.255226  0.724361  -0.2165
C  -5.338725  0.635086  0.406544  -0.3899
O  1.625085  -2.435028  0.967780  -0.4046
C  2.748479  1.451742  0.583731  -0.2920
H  0.707738  4.741885  0.254222  0.1997
H  0.423189  2.997383  0.480284  0.1812
H  1.585201  3.857796  1.527382  0.1752
H  4.057977  3.061950  -2.064942  0.2252
H  5.474790  1.071157  -2.098646  0.2185
H  5.905984  -1.213932  -2.300916  0.1760
H  6.750329  -2.144397  -1.039596  0.1999
H  7.061685  -0.399360  -1.207105  0.1761
H  3.461103  -0.328142  2.618029  0.2488
H  3.989678  -1.584542  1.463623  0.2601
H  -1.375463  -3.774715  1.056619  0.2474
H  0.155281  -4.501253  0.518292  0.2421
H  -1.079675  -4.375638  -1.479183  0.2412
H  -0.047843  -2.957173  -1.570494  0.2291
H  -1.771156  -1.419993  0.387088  0.4290
H  -4.178092  -1.119559  -1.261235  0.2312
H  -2.437718  0.367848  -2.206728  0.2188
H  -4.831759  1.012353  -2.264495  0.2073
H  -3.811141  2.444644  -2.104795  0.2039
H  -5.727085  2.540729  -0.523659  0.2088
H  -4.405652  2.951690  1.538364  0.2017
H  -3.563914  3.580979  0.119452  0.2006
H  -2.006221  2.315884  1.590421  0.2072
H  -1.112543  0.774192  -0.134092  0.2126
H  -1.626073  2.295786  -0.870161  0.2055
H  -3.696442  0.772887  2.562134  0.2053
H  -2.317853  -0.108821  1.910019  0.2254
H  -4.474504  -1.168682  1.225745  0.2128
H  -5.859232  0.895628  1.330924  0.2039
H  -6.041427  0.097886  -0.234209  0.2051
H  1.983754  1.520382  1.340738  0.2421

Atomic forces in eV per Å
C -0.12 0.04 0.11
O 0.20 -0.03 -0.20
C 0.17 -0.15 -0.05
C -0.24 0.11 0.16
C 0.12 -0.18 -0.01
C -0.19 0.10 0.18
O -0.27 0.11 0.20
C 0.16 -0.06 -0.13
C 0.40 -0.16 -0.20
C 0.10 -0.03 -0.22
C -0.39 0.28 0.36
N 1.13 0.56 0.33
N -0.61 -1.07 -0.31
C -0.41 0.32 0.41
C 0.19 -0.03 -0.26
C -0.14 -0.11 -0.11
C 0.40 -0.36 0.09
O -0.12 -0.05 -0.34
N -0.15 0.34 0.37
C -0.22 -0.01 -0.22
C 0.06 -0.08 -0.26
C 0.00 -0.03 0.07
C -0.24 0.21 -0.07
C 0.01 -0.05 -0.01
C 0.15 0.19 0.16
C -0.07 -0.03 0.02
C 0.03 0.01 -0.04
C -0.15 -0.18 0.07
C 0.06 0.02 -0.04
O 0.10 -0.16 -0.13
C -0.02 0.30 -0.11
H -0.01 -0.07 0.06
H 0.00 -0.01 0.01
H -0.02 -0.02 -0.02
H 0.02 0.10 -0.10
H 0.08 -0.03 -0.07
H 0.02 0.02 0.03
H 0.01 0.08 -0.07
H -0.03 -0.02 -0.02
H 0.00 -0.12 -0.02
H -0.02 0.06 0.14
H 0.11 -0.02 0.05
H -0.10 0.00 0.05
H -0.02 0.12 -0.02
H -0.02 -0.05 -0.03
H 0.05 -0.06 -0.05
H 0.06 0.11 0.12
H -0.04 -0.03 0.05
H -0.04 0.00 -0.07
H 0.00 0.04 -0.07
H 0.05 -0.04 0.01
H -0.02 0.06 0.05
H 0.00 0.08 0.00
H -0.02 -0.03 -0.02
H 0.12 0.00 -0.01
H 0.08 0.02 -0.03
H 0.00 -0.02 0.08
H 0.00 -0.01 0.09
H 0.02 0.01 -0.06
H -0.05 -0.02 0.04
H -0.07 -0.03 0.00
H -0.11 0.08 0.04

Computed properties:
LUMO energy   0.02122 hartree
Kohn-Sham gap   8.67 eV
Energy relative to the best compared isomer or geometry (same formula, charge and spin)   100.5 kJ/mol

---

Entry from OMol25: one molecule with the formula C9H4F2N2S (wB97M-V/def2-TZVPD).

Last column: natural (NBO) charge in e.
Positions of all 18 atoms, in Å:
C  -0.264109  -0.036851  0.958439  -0.2243
C  -0.574700  0.819840  -0.090991  -0.1737
C  0.578639  -1.106205  0.752112  -0.1477
C  0.006940  0.640021  -1.328965  -0.2288
C  1.165540  -1.327129  -0.500102  -0.2037
C  1.952039  -2.510034  -0.724030  0.6445
C  0.920504  -0.395414  -1.536557  0.2463
C  2.617527  -3.115212  -2.992365  0.4737
C  2.548558  -0.603460  -3.390324  0.2358
N  2.128927  -3.056095  -1.857512  -0.4818
N  1.564326  -0.420150  -2.728516  -0.5010
F  2.388555  -3.192741  0.354691  -0.3026
F  2.032803  -3.840130  -3.924140  -0.3171
S  3.714658  -0.510159  -4.414226  0.0706
H  -0.699410  0.125128  1.932271  0.2229
H  -1.255564  1.642472  0.062921  0.2228
H  0.797929  -1.798238  1.551670  0.2322
H  -0.211227  1.310636  -2.145788  0.2319

Atomic forces in eV per Å
C -0.09 -0.02 0.10
C 0.10 -0.06 -0.09
C 0.11 -0.07 -0.12
C -0.06 -0.07 0.18
C -0.19 0.64 0.17
C 0.13 -1.11 -0.85
C -0.24 -0.03 0.75
C 1.71 0.25 -1.58
C -0.77 0.85 0.07
N -1.04 -0.13 2.43
N 0.60 -0.44 -0.65
F -0.22 0.43 -0.30
F -0.65 -0.42 0.26
S 0.67 0.10 -0.44
H -0.04 -0.02 0.08
H -0.07 0.07 0.02
H -0.01 -0.01 0.05
H 0.07 0.04 -0.07

Computed properties:
LUMO energy (alpha / beta)   -0.02657 / -0.02656 hartree
Kohn-Sham gap (alpha / beta)   7.41 / 7.41 eV
Energy relative to the best compared isomer or geometry (same formula, charge and spin)   51.3 kJ/mol

---

- What is the formula in the second record?
  C9H4F2N2S

---

- Which of these has the highest energy relative to the best compared isomer or geometry (same formula, charge and spin)?
  C24H31N3O4

---

- Among the records above, which one has the lowest energy relative to the best compared isomer or geometry (same formula, charge and spin)?
  C9H4F2N2S